(1)
Below is the ion C4H6FINO with charge -1 at a distorted geometry, with properties calculated with ωB97M-V/def2-TZVPD.

Calculated values
Charge: -1
HOMO-LUMO gap, eV: 5.102
Strongest force on any atom, eV/Å: 2.81
HOMO level, eV: -2.00

Last column: Mulliken charge in e.
Atoms and positions in Å:
1 O -2.3617 -2.1776 0.7472  -0.46
2 C -1.6407 -1.7350 -0.0478  0.11
3 I -0.9797 -2.9873 -1.6854  -0.11
4 C -1.1631 -0.2610 0.1051  0.00
5 N -0.2489 0.0899 -0.9286  -0.63
6 C 0.5985 1.1792 -0.5370  -0.66
7 C 1.6902 0.6992 0.5120  -0.39
8 F 2.0172 -0.6229 0.2318  -0.29
9 H -2.0916 0.3705 0.0617  0.17
10 H -0.7689 -0.1853 1.1466  0.11
11 H 0.0343 2.0715 -0.1492  0.27
12 H 1.1055 1.5193 -1.4637  0.33
13 H 2.6026 1.3166 0.5036  0.34
14 H 1.2063 0.7228 1.5036  0.20

(2)
Below is a cluster of 2 separate species, C2H2IN in total at a distorted geometry, with properties calculated with ωB97M-V/def2-TZVPD.

Calculated values
HOMO-LUMO gap, eV: 5.550
Strongest force on any atom, eV/Å: 2.99
HOMO level, eV: -9.26

Last column: Mulliken charge in e.
Atoms and positions in Å:
1 C -0.3689 -0.6729 -0.0200  0.03
2 C 0.8221 0.1398 -0.2104  -0.15
3 N 0.5072 -1.0846 0.7627  -0.30
4 I -3.2390 0.6267 0.1863  -0.07
5 H 1.6783 -0.1445 -0.7621  0.27
6 H 0.6003 1.1355 0.0434  0.22